1.
C40H41FN10O15S | ωB97M-V/def2-TZVPD

Output
Electronic energy = -3722.3077 a.u.
SMILES = NC(N)(N)CN(CC=O)S(=O)(=O)F.O=[N+]([O-])c1ccccc1.O=[N+]([O-])c1ccccc1.O=[N+]([O-])c1ccccc1.O=[N+]([O-])c1ccccc1.O=[N+]([O-])c1ccccc1.O=[N+]([O-])c1ccccc1
HOMO level = -9.71 eV

Structure (ORCA input):
```
! wB97M-V def2-TZVPD RIJCOSX def2/J DEFGRID3
* xyz 0 1
N 2.0808 -3.1283 -0.6592
C 2.8970 -4.2352 -1.2882
N 3.5818 -3.8298 -2.6024
N 1.8839 -5.3282 -1.6879
C 4.0032 -4.9344 -0.3017
N 4.5143 -4.0578 0.8189
C 5.1577 -2.7808 0.3248
C 4.3625 -1.4332 0.9159
O 4.6436 -0.2403 0.3719
S 5.5743 -4.9328 1.9198
O 5.2114 -6.4599 2.0386
O 5.3686 -4.3556 3.3634
F 7.2430 -4.9090 1.4217
H 1.7715 -3.3476 0.3130
H 1.2515 -2.9075 -1.2859
H 2.9530 -3.2181 -3.1723
H 3.7987 -4.7051 -3.1362
H 1.1653 -5.3465 -0.9026
H 2.3486 -6.2615 -1.6433
H 4.9547 -5.3362 -0.9000
H 3.4566 -5.8685 0.2005
H 5.2325 -2.7193 -0.8650
H 6.2808 -2.6468 0.7043
H 3.5666 -1.5884 1.7882
O -0.5780 -2.9256 -0.9528
N -0.5761 -2.2283 0.0726
O 0.4027 -1.5891 0.4844
C -1.8163 -2.1592 0.8546
C -2.9364 -2.8961 0.4461
C -4.1057 -2.8455 1.2074
C -4.1554 -2.0629 2.3621
C -3.0417 -1.3218 2.7608
C -1.8658 -1.3667 2.0091
H -2.9137 -3.5109 -0.4511
H -4.9783 -3.4191 0.9023
H -5.0675 -2.0310 2.9555
H -3.0892 -0.7119 3.6603
H -1.0055 -0.7858 2.3350
O -1.5908 -0.7597 5.8973
N -1.8695 0.4126 5.6043
O -3.0123 0.8195 5.3507
C -0.7699 1.3833 5.5493
C 0.5437 0.9587 5.7923
C 1.5883 1.8818 5.7147
C 1.3215 3.2157 5.4021
C 0.0112 3.6379 5.1709
C -1.0414 2.7234 5.2428
H 0.7682 -0.0772 6.0370
H 2.6120 1.5607 5.8950
H 2.1400 3.9306 5.3372
H -0.1890 4.6798 4.9307
H -2.0567 3.0675 5.0569
O -5.2930 -4.4220 -0.9060
N -5.1006 -4.5497 -2.1244
O -4.4695 -5.4829 -2.6409
C -5.6540 -3.5227 -3.0152
C -6.3427 -2.4298 -2.4711
C -6.8458 -1.4436 -3.3218
C -6.6661 -1.5517 -4.7017
C -5.9890 -2.6466 -5.2416
C -5.4789 -3.6377 -4.4007
H -6.4910 -2.3308 -1.3979
H -7.3759 -0.5881 -2.9086
H -7.0553 -0.7774 -5.3606
H -5.8556 -2.7252 -6.3182
H -4.9508 -4.4831 -4.8367
O -3.2878 -0.0249 -0.3847
N -3.5665 1.1474 -0.6777
O -4.7093 1.5544 -0.9313
C -2.4669 2.1181 -0.7327
C -1.1533 1.6935 -0.4897
C -0.1086 2.6166 -0.5673
C -0.3755 3.9505 -0.8799
C -1.6858 4.3727 -1.1111
C -2.7384 3.4582 -1.0392
H -0.9288 0.6576 -0.2451
H 0.9150 2.2955 -0.3870
H 0.4430 4.6654 -0.9448
H -1.8860 5.4146 -1.3513
H -3.7537 3.8023 -1.2252
O -0.6605 1.3858 -6.8066
N 0.5472 1.1738 -6.6213
O 1.4322 1.3747 -7.4654
C 0.9557 0.6440 -5.3148
C -0.0162 0.3666 -4.3436
C 0.3762 -0.1600 -3.1115
C 1.7260 -0.4020 -2.8520
C 2.6928 -0.1150 -3.8172
C 2.3123 0.4092 -5.0542
H -1.0721 0.5495 -4.5304
H -0.3713 -0.3849 -2.3536
H 2.0266 -0.8180 -1.8919
H 3.7431 -0.3037 -3.6064
H 3.0775 0.6245 -5.7971
O 1.0960 4.1032 2.7425
N 0.8174 5.2754 2.4495
O -0.3255 5.6824 2.1959
C 1.9169 6.2462 2.3945
C 3.2305 5.8216 2.6375
C 4.2752 6.7447 2.5599
C 4.0083 8.0786 2.2473
C 2.6980 8.5008 2.0161
C 1.6454 7.5863 2.0881
H 3.4550 4.7857 2.8822
H 5.2988 6.4236 2.7403
H 4.8268 8.7935 2.1824
H 2.4978 9.5427 1.7759
H 0.6301 7.9304 1.9021
*
```



2.
C25H42Cl2FeO2P2 | ωB97M-V/def2-TZVPD

Output
Energy above the lowest of the compared OMol25 structures with the same formula, charge and spin = 3.533 eV
Electronic energy = -3994.3970 a.u.
Expectation value of S² = 9.1086
HOMO level (alpha / beta) = -10.01 / -10.23 eV

Structure (ORCA input):
```
! wB97M-V def2-TZVPD RIJCOSX def2/J DEFGRID3
* xyz 1 6
Fe -0.5982 0.4758 -3.9586
C -0.7856 -2.0396 -0.1285
C 0.5276 -2.4435 -0.5039
C 0.6863 -0.3708 0.4973
C -0.6981 -0.7195 0.4163
C 1.4420 -1.4421 -0.0795
C -1.9986 -2.8958 -0.1544
H -1.9291 -3.6364 -0.9521
H -2.9014 -2.3003 -0.3079
H -2.1390 -3.4414 0.7868
C -1.8182 0.1063 0.9246
H -2.7819 -0.1534 0.4666
H -1.6424 1.1778 0.7505
H -1.9312 -0.0128 2.0115
C 1.1948 0.8051 1.2304
H 1.0723 0.6247 2.3144
H 0.6295 1.7276 1.0074
H 2.2619 0.9860 1.0452
C 2.8967 -1.6565 0.0548
H 3.1043 -2.2966 0.9332
H 3.4412 -0.7198 0.2203
H 3.3087 -2.1747 -0.8196
C 0.8841 -3.6940 -1.2076
H 1.0704 -4.5221 -0.5062
H 1.7998 -3.5761 -1.8057
H 0.0886 -4.0228 -1.8952
C -1.4897 1.6905 -4.9205
C -2.0250 0.3261 -5.1129
C -1.4689 -0.5936 -6.1422
C 0.0841 -0.8931 -6.0685
C 0.8030 -0.4656 -4.8163
C 1.2048 0.9182 -4.5593
C 1.0069 2.0221 -5.5351
C -0.4866 2.2754 -5.8876
H -1.6865 -0.2095 -7.1505
H 0.5498 -0.4897 -6.9852
H -1.9844 -1.5646 -6.0579
H -0.6922 1.9053 -6.9127
H -2.0541 2.4054 -4.3123
H -2.9980 0.0400 -4.6996
H -0.6546 3.3758 -5.8971
H 1.4162 2.9396 -5.0868
H 2.2589 1.0005 -4.1930
H 1.5637 1.9187 -6.4888
H 0.1971 -1.9890 -6.1650
H 1.3501 -1.2671 -4.2749
P -1.9251 0.3707 -2.0800
C -3.4133 1.3935 -2.1856
C -1.6961 -1.3434 -2.8346
P 2.0006 0.7637 -2.1762
C -0.3466 1.2705 -2.1419
C 3.6686 0.1043 -2.5533
C 2.4732 2.3759 -1.4664
H -3.1684 2.4135 -1.8308
H -4.2147 0.9694 -1.5590
H -3.7500 1.4111 -3.2304
H -2.0284 -1.4986 -3.8812
H -2.3462 -1.9862 -2.2247
H -0.6488 -1.6645 -2.6834
H 2.8563 2.9936 -2.2941
H 3.2438 2.2027 -0.6982
H 1.6042 2.8528 -0.9962
H -0.2601 1.8778 -1.2100
H -0.3269 2.0689 -2.9769
H 4.2903 0.0658 -1.6437
H 4.1450 0.7356 -3.3214
H 3.5599 -0.9143 -2.9570
Cl -1.5987 4.0062 2.6933
C -1.3198 5.0142 1.2685
Cl 0.3198 5.7206 1.2008
C -1.4534 4.0568 0.0314
O -2.4150 4.2811 -0.7196
O -0.5592 3.1588 0.0297
H -2.0565 5.8225 1.2159
*
```



3.
C53H47LaN5O7P2Si | ωB97M-V/def2-TZVPD

Output
Energy above the lowest of the compared OMol25 structures with the same formula, charge and spin = 0.000 eV
Electronic energy = -3852.5790 a.u.
HOMO level = -4.44 eV

Structure (ORCA input):
```
! wB97M-V def2-TZVPD RIJCOSX def2/J DEFGRID3
* xyz -1 1
La -0.7504 2.8094 0.7465
O -2.9064 6.8142 1.4826
C -2.2624 5.8334 1.0925
N -1.9309 4.7096 1.7314
C -2.2864 4.4969 3.0896
C -3.3497 5.1536 3.7094
C -3.6515 4.9408 5.0461
C -2.8831 4.0652 5.7937
C -1.8329 3.3856 5.1979
C -1.5238 3.5612 3.8477
N -0.5444 2.7947 3.1796
C 0.3847 2.0956 3.8286
O 0.7005 2.0986 5.0254
C 1.2028 1.1520 2.9344
C 2.2212 0.4147 3.5316
C 3.0130 -0.4002 2.7479
C 2.7459 -0.4960 1.3893
C 1.6749 0.2163 0.8831
N 0.9364 1.0441 1.6267
C -1.7050 5.9464 -0.3324
C -2.0711 7.0672 -1.0747
C -1.5227 7.2587 -2.3254
C -0.6143 6.3246 -2.8043
C -0.3199 5.2324 -2.0114
N -0.8499 5.0338 -0.8028
H -3.9394 5.8415 3.1267
H -4.4796 5.4732 5.4978
H -3.1010 3.8989 6.8417
H -1.2393 2.6937 5.7733
H 2.3574 0.5228 4.5974
H 3.8275 -0.9632 3.1864
H 3.3408 -1.1183 0.7371
H 1.3915 0.1081 -0.1586
H -2.7697 7.7560 -0.6243
H -1.7918 8.1226 -2.9199
H -0.1460 6.4299 -3.7727
H 0.3625 4.4739 -2.3694
O 3.7789 4.5932 1.2802
C 2.6091 4.1048 0.8487
O 1.5917 4.1650 1.4949
C 2.6696 3.4898 -0.5120
C 3.7451 3.6202 -1.3762
C 3.6276 3.0483 -2.6384
C 2.4788 2.3481 -2.9640
C 1.4556 2.2583 -2.0221
N 1.5541 2.8365 -0.8315
C 0.1474 1.4873 -2.2676
O 0.2304 0.4767 -2.9696
O -0.8464 1.9813 -1.6777
H 3.6204 4.9531 2.1674
H 4.6320 4.1541 -1.0694
H 4.4363 3.1385 -3.3521
H 2.3510 1.8613 -3.9204
C -1.6055 -1.1055 2.4008
Si -2.9800 0.1348 1.9965
C -4.3494 -0.8833 1.1750
C -3.7102 0.7939 3.6087
O -2.4409 1.3266 1.0561
H -2.0082 -2.0891 2.6543
H -0.9910 -0.7702 3.2395
H -0.9477 -1.2341 1.5361
H -4.8565 -1.4981 1.9221
H -3.9542 -1.5485 0.4048
H -5.0958 -0.2386 0.7063
H -4.5177 0.1585 3.9781
H -4.1115 1.7975 3.4530
H -2.9577 0.8763 4.3937
C 0.4683 -2.6944 -3.2035
P -0.1318 -2.0376 -1.5411
C -1.9094 -1.9323 -1.9885
C -2.6280 -2.9602 -2.6024
C -3.9636 -2.7945 -2.9277
C -4.5992 -1.5889 -2.6549
C -3.8966 -0.5632 -2.0466
C -2.5609 -0.7355 -1.7064
C -0.1056 -3.4333 -0.3358
C 1.0870 -3.5607 0.3785
C 1.1929 -4.4071 1.4665
C 0.0937 -5.1494 1.8723
C -1.1014 -5.0291 1.1819
C -1.2046 -4.1700 0.0958
P 1.9695 -3.6691 -3.6489
C 1.6882 -5.2812 -2.8171
C 0.6185 -6.0249 -3.3192
C 0.3128 -7.2734 -2.8082
C 1.0955 -7.8193 -1.8009
C 2.1785 -7.1050 -1.3174
C 2.4730 -5.8461 -1.8209
C 3.3601 -2.8843 -2.7675
C 3.2947 -1.5628 -2.3260
C 4.4312 -0.9335 -1.8350
C 5.6428 -1.6041 -1.7758
C 5.7229 -2.9106 -2.2351
C 4.5961 -3.5365 -2.7399
H 0.5416 -1.7698 -3.7872
H -0.3325 -3.2692 -3.6714
H -2.1507 -3.9107 -2.8160
H -4.5090 -3.6046 -3.3958
H -5.6435 -1.4580 -2.9092
H -4.3815 0.3771 -1.8208
H -2.0272 0.0759 -1.2276
H 1.9425 -2.9657 0.0799
H 2.1277 -4.4752 2.0102
H 0.1622 -5.8021 2.7332
H -1.9710 -5.5890 1.5031
H -2.1613 -4.0602 -0.3976
H 0.0172 -5.6184 -4.1248
H -0.5321 -7.8248 -3.2004
H 0.8605 -8.7942 -1.3951
H 2.7897 -7.5190 -0.5252
H 3.3077 -5.2944 -1.4099
H 2.3607 -1.0144 -2.3725
H 4.3637 0.0860 -1.4871
H 6.5206 -1.1093 -1.3809
H 6.6694 -3.4361 -2.2167
H 4.6778 -4.5455 -3.1281
*
```



4.
C4H10N2O | ωB97M-V/def2-TZVPD

Output
Energy above the lowest of the compared OMol25 structures with the same formula, charge and spin = 0.594 eV
Electronic energy = -343.1008 a.u.
Expectation value of S² = 0.7536
HOMO level (alpha / beta) = 0.33 / -3.01 eV

Structure (ORCA input):
```
! wB97M-V def2-TZVPD RIJCOSX def2/J DEFGRID3
* xyz -1 2
O 1.7295 -0.5453 -2.3450
C 1.2876 -1.4065 -1.4933
C 0.5819 -0.9182 -0.2139
C -0.2527 0.3432 -0.4614
C -0.1729 1.3135 0.7061
N -1.0496 2.4834 0.4936
N -0.2955 -1.9737 0.3332
H 1.0519 -2.4599 -1.7327
H 1.3968 -0.7320 0.5158
H 0.0833 0.8764 -1.3505
H -1.2527 -0.0530 -0.6092
H -0.5103 0.7375 1.5806
H 0.8377 1.6431 0.9179
H -1.9901 2.0862 0.5230
H -1.0890 3.0522 1.3400
H 0.2952 -2.7722 0.5567
H -0.6513 -1.6746 1.2390
*
```



5.
C5H10O2 | ωB97M-V/def2-TZVPD

Output
Energy above the lowest of the compared OMol25 structures with the same formula, charge and spin = 6.002 eV
Electronic energy = -346.8049 a.u.
HOMO level = -8.61 eV

Structure (ORCA input):
```
! wB97M-V def2-TZVPD RIJCOSX def2/J DEFGRID3
* xyz 0 1
C 0.4844 2.1149 0.5281
C 0.9260 1.1618 -0.5514
O 2.0597 0.4831 -0.3804
C -0.5037 -0.1894 -0.4549
C -0.3185 -1.7205 -0.5848
C -0.8978 -1.7375 0.8362
O -1.0141 -0.3018 0.8622
H 1.2339 2.9145 0.5530
H -0.5004 2.5499 0.3308
H 0.4801 1.6068 1.4941
H 0.6884 1.5078 -1.5755
H 0.8583 -0.1030 -0.4145
H -1.1848 0.2892 -1.1646
H -0.9237 -2.1910 -1.3614
H 0.7185 -2.0644 -0.6725
H -0.2284 -2.1037 1.6214
H -1.8778 -2.2166 0.9342
*
```